No. 1
# C48H54HfN5O3S2

C48H54HfN5O3S2 as an isolated structure (the ωB97M-V functional and the def2-TZVPD basis, OMol25).

The value obtained for the HOMO energy is -3.716 eV. As for the molar mass: 991.6 g/mol. The value obtained for the frontier orbital gap is 5.16 eV. Its relative energy (zero: lowest compared OMol25 entry of this formula, charge and spin) is 48.0 kcal per mole. Its max |F| is 0.96 eV/Å. For the total energy, the calculation gives -87230.0727 eV.

ORCA input file:
```
! RIJCOSX wB97M-V def2-TZVPD def2/J DEFGRID3
* xyz -1 1
Hf 0.275 0.181 -0.326
C -1.595 -4.727 -4.073
C -1.016 -3.405 -4.591
C -0.137 -2.729 -3.593
C 1.208 -2.710 -3.553
C 2.189 -3.443 -4.403
C 2.475 -4.846 -3.850
C 1.610 -1.723 -2.513
N 0.405 -1.390 -1.782
C -0.634 -1.905 -2.482
C -1.972 -1.693 -2.195
C -2.480 -0.939 -1.129
C -3.870 -0.594 -0.938
C -4.942 -0.844 -1.952
C -4.837 0.191 -3.083
C -3.956 0.107 0.230
C -2.628 0.201 0.772
C -2.269 0.835 1.925
C -0.976 0.995 2.452
N 0.189 0.623 1.793
C 1.227 0.927 2.630
C 2.594 0.630 2.353
C 3.062 -0.053 1.274
N 2.323 -0.437 0.165
C 3.160 -1.261 -0.598
C 2.837 -1.919 -1.727
C 4.475 -1.334 0.045
C 4.420 -0.585 1.165
C 5.492 -0.382 2.187
C 5.403 -1.418 3.315
C 5.652 -2.050 -0.535
C 5.636 -3.558 -0.259
C 0.733 1.485 3.828
C -0.654 1.525 3.712
C -1.640 2.016 4.726
C -2.174 0.885 5.615
C 1.571 1.871 5.009
C 1.901 0.667 5.900
N -1.744 -0.466 -0.084
C -5.183 0.667 0.876
C -5.731 -0.268 1.962
H -2.273 -5.165 -4.808
H -0.799 -5.444 -3.866
H -2.146 -4.568 -3.144
H -0.439 -3.575 -5.502
H -1.825 -2.718 -4.848
H 1.800 -3.504 -5.419
H 3.113 -2.864 -4.453
H 1.563 -5.443 -3.832
H 3.211 -5.359 -4.472
H 2.863 -4.791 -2.830
H -2.688 -2.077 -2.908
H -4.837 -1.849 -2.367
H -5.925 -0.788 -1.480
H -3.855 0.135 -3.555
H -5.602 0.031 -3.846
H -4.950 1.198 -2.676
H -3.073 1.254 2.519
H 3.308 0.878 3.127
H 3.597 -2.524 -2.201
H 6.469 -0.459 1.706
H 5.414 0.622 2.610
H 5.525 -2.425 2.915
H 6.177 -1.247 4.066
H 4.430 -1.364 3.805
H 5.671 -1.879 -1.614
H 6.567 -1.619 -0.123
H 4.712 -4.007 -0.625
H 6.479 -4.045 -0.751
H 5.703 -3.752 0.813
H -1.167 2.772 5.358
H -2.473 2.503 4.217
H -1.361 0.414 6.170
H -2.900 1.270 6.335
H -2.663 0.121 5.007
H 2.506 2.323 4.667
H 1.046 2.625 5.601
H 2.436 -0.093 5.329
H 2.517 0.965 6.752
H 0.988 0.212 6.286
H -4.950 1.638 1.320
H -5.954 0.827 0.120
H -4.978 -0.446 2.732
H -6.614 0.164 2.437
H -6.005 -1.232 1.532
N 1.207 3.748 0.795
C -0.055 3.997 1.318
C -0.163 4.645 2.552
C -1.391 4.999 3.076
C -2.556 4.689 2.386
C -2.455 4.074 1.147
C -1.225 3.734 0.584
C -1.189 3.227 -0.818
C -1.907 3.987 -1.742
C -1.955 3.652 -3.088
C -1.254 2.547 -3.530
C -0.532 1.801 -2.606
C -0.458 2.084 -1.236
H 1.222 3.238 -0.073
H 1.899 3.449 1.462
H 0.745 4.895 3.092
H -1.447 5.514 4.028
H -3.527 4.954 2.786
H -3.355 3.824 0.596
H -2.412 4.882 -1.397
H -2.517 4.268 -3.781
H -1.212 2.257 -4.570
H 0.006 0.957 -3.000
O 1.249 1.057 -5.958
S 0.969 -0.271 -5.447
O 1.507 -1.364 -6.235
O -0.409 -0.469 -5.034
S 2.199 -0.214 -3.680
*
```

No. 2
# C48H55FN5O3S5Ta

C48H55FN5O3S5Ta as an isolated structure at a distorted geometry (the ωB97M-V functional and the def2-TZVPD basis, OMol25).

The value obtained for the HOMO energy is -16.713 eV. As for the molar mass: 1110.3 g/mol. The value obtained for the frontier orbital gap is 6.28 eV. Its relative energy (zero: lowest compared OMol25 entry of this formula, charge and spin) is 10.9 kcal per mole. Its max |F| is 1.66 eV/Å. For the total energy, the calculation gives -122674.9187 eV.

ORCA input file:
```
! RIJCOSX wB97M-V def2-TZVPD def2/J DEFGRID3
* xyz 4 1
Ta -0.357 0.083 -0.295
C 1.203 2.341 2.492
C -0.252 2.233 2.903
S -1.246 2.009 1.423
C -2.673 1.096 2.047
C -2.315 -0.264 2.611
S -1.411 -1.281 1.399
C 1.583 -1.532 3.442
C 2.116 -0.100 3.402
S 1.833 0.791 1.828
H 1.356 3.092 1.715
H 1.823 2.637 3.337
H -0.415 1.413 3.600
H -0.598 3.158 3.368
H -3.182 1.714 2.790
H -3.326 1.001 1.181
H -1.727 -0.202 3.525
H -3.227 -0.808 2.857
H 0.503 -1.547 3.314
H 1.880 -2.031 4.361
H 1.637 0.467 4.201
H 3.190 -0.078 3.582
F -6.530 2.738 -1.820
C -5.368 3.152 -2.346
C -4.222 2.577 -1.908
C -2.977 2.930 -2.449
C -1.780 2.271 -1.997
O -1.887 1.386 -1.052
C -0.586 2.684 -2.611
C -0.621 3.644 -3.603
N -1.713 4.258 -4.029
C -1.466 5.282 -5.076
C -2.186 6.582 -5.209
C -2.323 5.516 -6.276
C -2.951 3.902 -3.461
C -4.149 4.487 -3.892
C -5.384 4.142 -3.360
N -6.561 4.741 -3.799
C -7.855 4.549 -3.122
C -8.895 5.496 -3.712
N -8.256 6.832 -3.993
C -7.199 6.727 -5.085
C -6.687 5.294 -5.144
C 0.741 2.146 -2.300
O 1.757 2.296 -2.878
O 0.696 1.356 -1.128
H -4.284 1.808 -1.150
H 0.312 3.936 -4.069
H -0.403 5.328 -5.252
H -1.568 7.441 -5.427
H -3.012 6.803 -4.549
H -1.796 5.665 -7.208
H -3.246 4.966 -6.388
H -4.117 5.243 -4.646
H -7.738 4.754 -2.060
H -8.245 3.535 -3.222
H -9.711 5.648 -3.010
H -9.313 5.154 -4.655
H -7.831 7.184 -3.134
H -8.965 7.518 -4.260
H -6.422 7.445 -4.837
H -7.666 7.021 -6.022
H -5.743 5.299 -5.675
H -7.358 4.670 -5.739
S 2.318 -2.309 1.981
C 1.158 -3.377 1.280
N 0.474 -4.321 1.816
C -0.249 -5.249 0.904
C 0.711 -5.600 -0.195
N 1.063 -4.359 -0.923
C 1.291 -4.511 -2.411
C 0.068 -4.967 -3.148
C -0.781 -4.015 -3.706
C -1.915 -4.410 -4.400
C -2.201 -5.763 -4.546
C -1.342 -6.718 -4.019
C -0.206 -6.322 -3.327
C 1.165 -3.250 -0.265
S 1.457 -1.730 -0.990
C 0.438 -4.675 3.280
C -0.955 -4.679 3.843
C -1.500 -3.531 4.415
C -2.774 -3.560 4.959
C -3.517 -4.735 4.930
C -2.976 -5.886 4.376
C -1.695 -5.859 3.841
H -1.156 -4.766 0.540
H -0.536 -6.127 1.474
H 0.245 -6.275 -0.907
H 1.624 -6.063 0.186
H 2.111 -5.227 -2.489
H 1.639 -3.552 -2.776
H -0.536 -2.961 -3.636
H -2.562 -3.666 -4.847
H -3.081 -6.074 -5.094
H -1.541 -7.771 -4.172
H 0.490 -7.077 -2.975
H 1.101 -3.996 3.797
H 0.875 -5.674 3.330
H -0.915 -2.621 4.480
H -3.180 -2.678 5.438
H -4.506 -4.762 5.368
H -3.537 -6.811 4.384
H -1.259 -6.781 3.469
C -1.477 -1.101 -1.789
C -1.396 -0.549 -3.193
C -2.545 -0.114 -3.848
C -2.478 0.407 -5.135
C -1.257 0.500 -5.794
C -0.105 0.051 -5.161
C -0.180 -0.471 -3.876
H -1.097 -2.122 -1.752
H -2.495 -1.105 -1.400
H -3.505 -0.195 -3.348
H -3.387 0.719 -5.636
H -1.207 0.887 -6.804
H 0.850 0.095 -5.669
H 0.731 -0.826 -3.407
*
```

No. 3
# C48H55N7P2STi

C48H55N7P2STi as an isolated structure at a distorted geometry (the ωB97M-V functional and the def2-TZVPD basis, OMol25).

The value obtained for the HOMO energy (alpha / beta) is -15.365 / -15.365 eV. As for the molar mass: 871.9 g/mol. The value obtained for the frontier orbital gap (alpha / beta) is 7.10 / 7.29 eV. Its relative energy (zero: lowest compared OMol25 entry of this formula, charge and spin) is 7.2 kcal per mole. The expectation value of S² is 0.754. Its max |F| is 1.57 eV/Å. For the total energy, the calculation gives -113609.2530 eV.

ORCA input file:
```
! RIJCOSX wB97M-V def2-TZVPD def2/J DEFGRID3
* xyz 3 2
Ti 0.168 0.118 0.280
C 3.471 -2.710 -0.104
C 3.267 -1.461 -0.957
P 2.727 0.089 -0.077
C 3.837 0.210 1.377
C 3.595 -0.699 2.413
C 4.430 -0.761 3.515
C 5.495 0.122 3.622
C 5.693 1.082 2.642
C 4.876 1.129 1.522
C 3.352 1.329 -1.265
C 2.494 2.267 -1.835
C 2.999 3.269 -2.651
C 4.355 3.320 -2.938
C 5.208 2.353 -2.423
C 4.713 1.370 -1.582
C 2.184 -3.501 0.137
P 0.624 -2.559 0.495
C 0.456 -2.567 2.324
C 0.288 -1.313 2.918
C 0.101 -1.179 4.281
C 0.082 -2.319 5.075
C 0.271 -3.570 4.504
C 0.459 -3.697 3.134
C -0.590 -3.815 -0.071
C -1.699 -3.415 -0.818
C -2.633 -4.345 -1.253
C -2.462 -5.688 -0.961
C -1.339 -6.101 -0.256
C -0.407 -5.176 0.184
H 3.959 -2.454 0.834
H 4.162 -3.371 -0.628
H 2.505 -1.648 -1.723
H 4.195 -1.210 -1.469
H 2.738 -1.356 2.355
H 4.254 -1.498 4.287
H 6.157 0.069 4.476
H 6.496 1.799 2.746
H 5.048 1.891 0.777
H 1.428 2.213 -1.647
H 2.338 4.036 -3.038
H 4.750 4.103 -3.571
H 6.264 2.373 -2.657
H 5.392 0.638 -1.165
H 2.338 -4.216 0.946
H 1.940 -4.059 -0.770
H 0.344 -0.425 2.279
H -0.017 -0.199 4.728
H -0.074 -2.231 6.141
H 0.269 -4.454 5.128
H 0.600 -4.684 2.713
H -1.824 -2.376 -1.085
H -3.492 -4.017 -1.825
H -3.182 -6.419 -1.302
H -1.182 -7.151 -0.050
H 0.469 -5.533 0.708
N -0.140 3.338 -4.791
C -1.196 3.401 -3.973
N -2.378 3.738 -4.504
S -1.055 3.024 -2.338
H -0.192 3.650 -5.749
H 0.762 3.094 -4.424
H -2.453 4.103 -5.442
H -3.155 3.903 -3.890
C -6.144 -0.668 0.195
C -4.668 -0.483 0.277
C -3.869 -1.357 1.017
C -2.503 -1.198 1.031
N -1.867 -0.217 0.360
C -2.636 0.655 -0.319
C -4.008 0.554 -0.386
H -6.367 -1.540 -0.425
H -6.637 0.192 -0.253
H -6.572 -0.862 1.178
H -4.319 -2.171 1.570
H -1.894 -1.880 1.607
H -2.133 1.464 -0.833
H -4.570 1.286 -0.950
N -0.008 -0.146 -1.684
C -0.514 -0.571 -2.631
C -1.120 -1.109 -3.776
C -2.047 -0.372 -4.527
C -2.628 -0.944 -5.640
C -2.297 -2.244 -6.009
C -1.393 -2.985 -5.254
C -0.801 -2.430 -4.140
H -2.302 0.636 -4.222
H -3.342 -0.380 -6.224
H -2.747 -2.685 -6.888
H -1.151 -4.000 -5.538
H -0.106 -3.001 -3.538
C -2.976 3.580 3.588
C -3.279 2.279 2.871
N -2.022 1.671 2.442
C -1.007 2.416 1.949
N 0.087 1.780 1.446
C 1.368 2.545 1.466
C 1.239 3.973 1.969
C -0.045 4.530 1.381
N -1.128 3.740 1.956
C -2.208 4.471 2.633
H -2.370 3.371 4.471
H -3.889 4.075 3.914
H -3.904 2.464 1.993
H -3.799 1.578 3.521
H -1.772 0.786 2.849
H 1.771 2.588 0.456
H 2.073 1.999 2.097
H 2.107 4.545 1.647
H 1.186 4.007 3.059
H -0.045 4.436 0.290
H -0.201 5.575 1.637
H -2.870 4.898 1.875
H -1.755 5.296 3.183
*
```

No. 4
# C48H56FFeN5O5S3Sb

C48H56FFeN5O5S3Sb as an isolated structure (the ωB97M-V functional and the def2-TZVPD basis, OMol25).

The value obtained for the HOMO energy (alpha / beta) is -11.086 / -11.298 eV. As for the molar mass: 1075.8 g/mol. The value obtained for the frontier orbital gap (alpha / beta) is 6.39 / 6.46 eV. Its relative energy (zero: lowest compared OMol25 entry of this formula, charge and spin) is 0.0 kcal per mole. The expectation value of S² is 8.770. Its max |F| is 0.56 eV/Å. For the total energy, the calculation gives -144509.8416 eV.

ORCA input file:
```
! RIJCOSX wB97M-V def2-TZVPD def2/J DEFGRID3
* xyz 2 6
Fe -0.029 0.917 0.468
F -1.244 -3.066 -4.686
C -0.274 -3.272 -3.767
C -0.336 -2.545 -2.619
C 0.646 -2.692 -1.635
C 0.607 -1.840 -0.453
O -0.329 -1.020 -0.322
C 1.662 -2.047 0.487
C 2.577 -3.034 0.256
N 2.600 -3.824 -0.833
C 3.673 -4.778 -1.005
C 3.342 -6.242 -0.985
C 4.075 -5.619 0.166
C 1.660 -3.627 -1.841
C 1.723 -4.350 -3.037
C 0.778 -4.174 -4.040
N 0.911 -4.896 -5.236
C -0.138 -4.946 -6.257
C 0.271 -5.970 -7.319
N 1.139 -7.005 -6.662
C 2.480 -6.409 -6.308
C 2.234 -4.970 -5.847
C 1.856 -1.217 1.719
O 2.475 -1.709 2.679
O 1.437 -0.016 1.694
H -1.130 -1.825 -2.473
H 3.353 -3.218 0.985
H 4.452 -4.436 -1.677
H 3.887 -6.892 -1.655
H 2.306 -6.504 -0.819
H 5.128 -5.824 0.286
H 3.524 -5.497 1.088
H 2.510 -5.077 -3.167
H -0.290 -3.992 -6.761
H -1.072 -5.259 -5.796
H 0.871 -5.539 -8.118
H -0.592 -6.467 -7.754
H 1.253 -7.830 -7.249
H 0.683 -7.299 -5.798
H 3.096 -6.455 -7.204
H 2.914 -7.043 -5.538
H 2.298 -4.272 -6.684
H 3.008 -4.677 -5.145
S -0.496 2.267 2.495
C -1.663 3.311 1.911
N -2.123 4.339 2.598
C -3.184 5.188 2.062
C -2.906 5.419 0.604
N -2.833 4.121 -0.060
C -3.450 4.071 -1.399
C -4.951 4.158 -1.298
C -5.673 3.137 -0.683
C -7.049 3.236 -0.563
C -7.716 4.348 -1.061
C -7.004 5.363 -1.680
C -5.623 5.267 -1.795
C -2.292 3.072 0.521
S -2.284 1.537 -0.155
C -1.703 4.602 3.990
C -2.650 3.977 4.984
C -2.342 2.753 5.569
C -3.224 2.162 6.462
C -4.418 2.792 6.780
C -4.727 4.019 6.209
C -3.844 4.609 5.319
H -3.178 6.127 2.610
H -4.155 4.708 2.208
H -1.971 5.963 0.449
H -3.720 5.979 0.149
H -3.112 3.159 -1.882
H -3.054 4.924 -1.954
H -5.157 2.262 -0.305
H -7.605 2.439 -0.086
H -8.792 4.419 -0.969
H -7.520 6.229 -2.073
H -5.068 6.059 -2.286
H -1.665 5.685 4.101
H -0.696 4.210 4.107
H -1.411 2.260 5.318
H -2.978 1.211 6.915
H -5.104 2.334 7.480
H -5.649 4.521 6.468
H -4.080 5.583 4.903
C 3.022 -0.258 7.204
C 1.909 -0.045 6.186
Sb 2.580 0.462 4.208
C 2.883 2.595 4.171
C 3.002 3.211 5.559
C 4.579 -0.252 4.081
C 5.625 0.594 4.792
H 2.597 -0.581 8.156
H 3.585 0.657 7.391
H 3.724 -1.028 6.882
H 1.234 0.760 6.480
H 1.307 -0.945 6.062
H 2.055 3.023 3.609
H 3.789 2.741 3.581
H 2.100 3.060 6.154
H 3.160 4.289 5.481
H 3.844 2.803 6.120
H 4.778 -0.325 3.011
H 4.544 -1.274 4.458
H 5.647 1.620 4.422
H 6.620 0.176 4.626
H 5.466 0.631 5.870
O -0.731 -0.643 -7.033
C 0.260 -1.031 -6.214
O 0.865 -2.046 -6.487
C 0.538 -0.222 -5.010
C -0.410 0.607 -4.416
C -0.141 1.243 -3.218
C 1.096 1.088 -2.589
S 1.499 1.824 -1.051
C 2.065 0.288 -3.217
C 1.784 -0.377 -4.392
H -1.063 0.224 -6.772
H -1.397 0.739 -4.849
H -0.898 1.864 -2.756
H 3.034 0.182 -2.748
H 2.524 -1.016 -4.855
*
```